Below is a structure of composition C17H23Br2N3O3, with properties calculated with ωB97M-V with the def2-TZVPD basis set.

Properties
* electronic energy: -6199.14066 a.u.
* energy relative to the best compared isomer or geometry (same formula, charge and spin): 13.167 eV
* HOMO-LUMO gap: 7.8 eV
* E_HOMO: -7.6 eV

ORCA input file:
```
! RIJCOSX wB97M-V def2-TZVPD def2/J DEFGRID3
* xyz 0 1
C -5.58671 -1.85764 1.34018
C -4.20009 -1.75243 0.43988
H -3.36372 -2.09240 0.97196
C -3.94312 -0.32793 0.05835
N -2.90535 -0.47960 -1.05094
C -3.02453 0.29334 -1.99764
O -4.02657 0.82854 -2.33029
C -1.63727 0.37326 -2.91848
C -0.65433 1.10845 -2.06868
N -0.22887 0.46060 -0.90136
N 0.51692 1.23900 0.04265
C 0.53720 0.59070 1.16105
O 0.00356 -0.62528 1.53124
C 1.67379 1.31161 2.19522
O 2.74238 1.71402 1.30962
C 3.57189 0.82083 1.02783
C 3.62677 -0.69180 1.07431
C 4.52395 -1.39996 0.53311
C 5.70060 -0.63045 -0.31612
C 5.63467 0.68407 -0.28945
C 4.63906 1.41599 0.07549
Br 4.58572 3.40045 0.10685
H 6.46001 1.20444 -0.91270
Br 6.89870 -1.74829 -0.87480
C 4.48409 -2.66005 0.35137
H 4.54124 -3.28028 -0.39814
H 3.61151 -3.30814 1.14811
H 5.40664 -3.04431 1.07807
H 2.70087 -1.03352 1.66890
H 1.99835 0.51966 3.04215
H 1.17784 2.21215 2.54587
H 1.07377 1.86323 -0.29820
C -0.13210 2.46356 -2.45967
H 0.36323 2.17221 -3.43564
H 0.43308 2.90034 -1.77392
H -1.00589 3.22512 -2.65389
H -1.72067 0.82830 -3.94086
H -1.33194 -0.67147 -2.65486
H -2.04220 -0.56838 -0.55178
C -3.66124 0.63944 1.39470
H -3.23689 1.45571 1.16263
H -2.78947 0.13618 1.96753
H -4.42169 0.49816 2.08548
H -4.90610 0.04754 -0.36627
H -4.57596 -2.24096 -0.55937
H -6.30625 -1.44495 0.71904
H -5.44737 -1.49813 2.27253
H -5.75756 -3.05094 1.44888
*
```